1.
# C4H8B2

A molecular structure, C4H8B2 in a non-equilibrium geometry (ωB97M-V/def2-TZVPD, the OMol25 dataset).

Structure (XYZ):
```
14
Properties=species:S:1:pos:R:3:forces:R:3
B -1.441 -1.115 0.555 0.700 2.136 0.017
B -0.055 1.164 -1.588 -0.741 -0.347 -0.305
C 0.405 0.792 1.213 -1.136 0.810 -1.020
C 1.224 -1.028 -0.035 -2.194 2.581 -2.409
C 0.015 -0.571 0.627 -0.385 0.894 -0.590
C 0.461 0.732 -0.268 1.696 -3.103 1.943
H -2.412 -0.412 0.423 0.485 0.010 0.124
H -1.576 -2.212 0.721 -0.369 -2.123 0.037
H -0.357 2.319 -1.747 0.202 -0.254 -0.087
H -0.297 0.327 -2.466 0.419 0.619 0.620
H -0.370 1.509 1.491 -0.031 -0.476 0.624
H 1.226 0.702 1.898 0.684 0.360 -0.087
H 2.272 -0.856 0.237 -0.651 -0.188 0.087
H 0.905 -1.351 -1.061 1.323 -0.918 1.047
```
Forces are in eV/Å.

The net charge is 0. The calculation puts the total energy at -206.73500 Ha. The value obtained for the relative energy (zero: lowest compared OMol25 entry of this formula, charge and spin) is 44.9 kcal/mol.

Atomic partial charges in e from the Löwdin method, atoms 1 to 4: 0.07, -0.06, -0.09, 0.07

2.
# C4H8BeF12N2O12S4

A molecular structure, C4H8BeF12N2O12S4 in a non-equilibrium geometry (ωB97M-V/def2-TZVPD, the OMol25 dataset).

Structure (XYZ):
```
43
Properties=species:S:1:pos:R:3:forces:R:3
Be -14.701 30.483 -0.732 0.638 -0.076 0.537
C -11.631 30.016 -3.326 -1.078 -1.090 0.423
F -10.386 30.140 -3.712 0.276 0.006 0.153
F -12.261 31.178 -3.514 0.009 0.279 -0.022
F -12.253 29.102 -4.076 0.123 0.085 -0.385
S -11.766 29.431 -1.522 1.477 2.686 0.062
O -10.608 28.612 -1.381 -0.841 -1.184 -0.132
O -11.673 30.660 -0.771 -1.083 0.209 -0.303
N -13.300 28.827 -1.344 0.557 2.413 0.326
S -13.133 27.228 -1.273 -0.923 -2.611 -0.458
O -12.585 26.786 -2.521 -0.102 -0.102 0.106
O -12.602 26.733 -0.048 -0.154 0.184 0.049
C -14.918 26.575 -1.314 0.940 0.647 0.062
F -15.480 26.650 -0.123 -0.309 -0.113 -0.101
F -15.645 27.280 -2.200 -0.180 -0.001 0.044
F -14.876 25.313 -1.703 0.023 -0.003 -0.049
C -12.460 29.284 2.586 -0.342 0.066 -0.607
F -12.353 28.263 3.413 -0.015 -0.052 0.286
F -11.852 30.351 3.070 -0.096 -0.018 0.210
F -11.902 28.966 1.428 0.070 -0.018 0.050
S -14.291 29.609 2.280 -0.479 -0.704 -0.813
O -14.759 28.682 1.278 0.654 0.223 -0.356
O -14.959 29.562 3.534 0.200 0.196 0.204
N -14.326 31.061 1.490 0.220 -2.078 -0.681
S -14.614 32.208 2.545 -0.689 3.206 0.835
O -15.992 32.621 2.534 0.087 -0.057 -0.511
O -14.010 32.051 3.829 0.446 -0.290 -0.274
C -13.622 33.628 1.786 0.215 -0.835 -0.009
F -13.390 34.580 2.673 -0.353 0.027 0.094
F -12.438 33.140 1.398 -0.128 0.129 -0.183
F -14.242 34.162 0.724 -0.007 0.026 0.077
O -16.344 32.162 -0.391 0.337 -0.590 -0.637
H -16.518 33.033 -0.762 0.214 0.096 0.071
H -17.119 31.959 0.143 0.155 -0.016 0.262
O -16.996 29.371 -0.571 0.267 0.572 -0.164
H -17.580 29.626 0.150 0.138 -0.142 0.190
H -17.311 28.508 -0.859 0.294 -0.109 -0.052
O -13.610 32.403 -1.544 -0.925 -0.427 0.304
H -14.073 33.048 -2.086 -0.082 -0.024 0.008
H -12.673 32.610 -1.634 0.163 -0.520 0.310
O -15.524 30.433 -2.958 0.058 0.253 0.797
H -16.108 31.171 -3.161 -0.123 -0.042 0.104
H -15.215 30.109 -3.812 0.348 -0.201 0.172
```
Forces are in eV/Å.

The net charge is 0. The calculation puts the total energy at -3975.43139 Ha. The value obtained for the relative energy (zero: lowest compared OMol25 entry of this formula, charge and spin) is 0.0 kcal/mol.

Atomic partial charges in e from the Löwdin method, atoms 1 to 4: 0.79, -0.66, 0.18, 0.12

3.
# C4H8Br2IN2O2

A molecular structure, C4H8Br2IN2O2 in a non-equilibrium geometry (ωB97M-V/def2-TZVPD, the OMol25 dataset).

Structure (XYZ):
```
19
Properties=species:S:1:pos:R:3:forces:R:3
C 2.430 0.096 1.799 0.105 0.176 -0.533
C 1.089 -0.203 1.244 -0.069 -0.255 -0.034
Br 0.860 -1.926 0.467 0.053 0.096 -0.080
C 0.069 0.645 1.231 -0.239 -0.017 0.011
Br 0.315 2.389 1.962 -0.055 -0.238 -0.153
N -1.172 0.259 0.658 0.291 0.784 0.163
I -1.668 1.565 -0.880 -0.142 -0.238 -0.213
C -2.256 0.216 1.626 -0.810 0.230 0.687
O -2.396 0.960 2.548 0.475 -0.566 -0.354
O -3.091 -0.816 1.393 -0.074 0.645 -0.103
H 2.365 0.461 2.811 0.032 -0.090 0.445
H 3.102 -0.739 1.699 0.129 -0.302 0.242
H 2.841 0.908 1.208 0.225 0.281 -0.085
H -3.234 -0.862 0.441 0.109 -0.553 -0.196
N 0.149 -0.592 -3.643 0.040 -0.095 -0.026
H -0.078 -1.521 -4.004 0.012 -0.012 0.002
H 1.159 -0.519 -3.501 0.010 -0.006 0.035
H -0.155 0.118 -4.312 -0.012 0.022 0.008
H -0.330 -0.442 -2.748 -0.080 0.137 0.183
```
Forces are in eV/Å.

The net charge is +1. The calculation puts the total energy at -5862.63581 Ha.

Atomic partial charges in e from the Löwdin method, atoms 1 to 4: -0.15, -0.74, 0.76, -0.90

Which value of net charge does entry 2 give? 0